Entry from the OMol25 dataset: a cluster of 2 separate species, C3H2Cl2I2 in total (wB97M-V/def2-TZVPD).

Last column: natural (NBO) charge in e.
Cartesian coordinates (Å):
C: 0.470 -0.008 -0.720  -0.3488
C: -0.379 -0.780 -1.288  -0.3027
C: -0.249 0.691 1.477  -0.3454
Cl: 0.091 -1.622 -2.784  -0.0243
Cl: 0.972 1.729 1.843  0.0809
I: 2.279 0.801 -1.104  0.3008
I: -2.141 -1.716 -0.388  0.1596
H: -1.186 1.186 1.490  0.2350
H: 0.142 -0.281 1.474  0.2448

E_LUMO (alpha / beta) = -1.0046 / -1.0068 eV
2S+1 = 1
Energy = -44384.9256 eV
Kohn-Sham gap (alpha / beta) = 7.66 / 7.66 eV
HOMO (alpha / beta) = -8.67 / -8.67 eV
ΔE to the lowest compared entry with this formula, charge and spin = 0.0 kcal/mol